Record 1
{"formula": "C3H8N3", "method": "ωB97M-V/def2-TZVPD", "symbols": ["C", "N", "N", "H", "H", "H", "H", "H", "C", "N", "H", "H", "H", "C"], "coordinates": [[-2.603864, 1.486164, 1.066697], [1.406515, -0.418845, 0.304626], [-0.572467, -0.820252, -1.160615], [1.052091, 0.203140, -1.920072], [-3.074365, 2.447023, 0.941993], [1.818105, 0.412042, 0.638947], [-1.688686, -1.612863, 0.640094], [-0.111750, -1.818017, -1.273541], [-2.214902, 0.368774, 0.782747], [-1.367892, -0.662891, 0.706943], [1.888881, -1.310710, 0.363467], [0.104351, 0.940456, -0.537268], [0.733706, -0.535899, 1.041304], [0.490146, 0.046739, -0.943342]], "atomic_forces_ev_per_a": [[-0.3, 0.2, -1.2], [-1.6, 0.0, -0.8], [0.3, -2.2, 1.3], [-0.1, -0.2, 1.5], [0.0, -0.4, 0.5], [2.1, 0.9, 0.2], [-1.0, -0.1, 0.1], [-1.7, 1.9, 0.5], [1.2, -0.6, 0.3], [0.9, -0.1, -1.6], [1.0, 0.3, -0.8], [-0.2, 1.4, 0.1], [-1.6, -0.3, 0.4], [0.9, -0.9, -0.7]], "homo_lumo_gap_ha": [0.296, 0.307], "total_charge": 1, "largest_force_ev_per_a": 2.6, "relative_energy_kj_mol": 659.46, "lumo_energy_ev": [-5.417, -5.219], "mol_weight_g_mol": 86.12}

Record 2
{"formula": "C16H24F9N3O4S", "method": "ωB97M-V/def2-TZVPD", "symbols": ["F", "F", "C", "C", "H", "H", "N", "H", "H", "C", "C", "H", "H", "F", "F", "C", "C", "H", "C", "C", "H", "N", "C", "H", "H", "O", "C", "H", "C", "O", "F", "C", "F", "H", "H", "O", "H", "N", "F", "H", "C", "H", "C", "F", "H", "H", "H", "H", "H", "H", "C", "H", "S", "O", "C", "F", "H"], "coordinates": [[1.971827, -2.832341, -2.883263], [1.647231, -4.083282, -0.884783], [0.557396, 1.168056, 3.733445], [-0.455382, 0.688585, -6.302932], [-4.216368, 0.708580, -1.193051], [2.655490, 0.713224, 4.499321], [0.651432, 0.856990, -4.116818], [2.244694, -0.453886, -4.047611], [0.547773, 1.079955, -3.133805], [-0.616207, 0.686872, 2.694829], [2.192218, -2.963171, 1.710344], [2.008417, -1.455708, 5.068746], [0.636140, -1.554461, 3.788981], [4.432566, -2.891047, 0.557912], [1.000814, -1.659258, -1.048884], [-0.501536, 0.995083, -4.833861], [1.962040, 0.297598, 3.620880], [-4.561974, 3.661512, -0.960272], [-1.980700, 1.653608, 2.709695], [-4.522496, 2.651768, -0.327318], [-5.293498, 2.804491, 0.553809], [-3.432933, -2.097061, 2.292033], [1.773108, -1.312402, 3.905987], [-2.323717, 2.277285, -0.807564], [2.517182, 0.560903, 2.626230], [-1.532532, 1.360456, -4.271119], [-3.633815, -0.845783, 1.990515], [-2.633237, 1.564625, 3.694149], [3.040226, -2.308969, 0.483430], [-1.698857, 0.459603, 0.541569], [2.483489, -4.437601, 1.887075], [2.808260, -2.289586, 3.112442], [3.254295, -0.817819, 0.603908], [0.252034, 1.357119, -6.801555], [1.948500, 0.228178, -5.666615], [0.788913, 1.106272, 0.463165], [0.849271, 2.279899, 3.411748], [-4.915130, 1.494534, -1.260479], [3.863193, -3.527130, -1.573915], [-0.166936, -0.354948, -6.457590], [-2.724045, 1.284069, 1.262409], [-2.573455, 3.557885, 0.554168], [1.948817, 0.442926, -4.597332], [0.719576, -2.863027, 1.608453], [-4.871811, 1.866805, -2.248473], [-1.071618, -0.333776, 3.113633], [0.172553, 1.278468, 4.858125], [-1.444784, 0.842277, -6.742561], [2.660527, 1.245576, -4.389194], [3.096151, -3.161803, 3.875930], [-0.355260, 0.776426, 1.070185], [-1.819587, 2.813661, 2.643142], [2.415464, -2.603642, -1.240638], [-3.952574, 0.518100, 1.526378], [-2.961509, 2.500576, 0.176520], [3.317363, -1.207572, -1.764703], [3.843002, -1.727690, 2.915177]], "atomic_forces_ev_per_a": [[0.7, 0.5, 3.4], [1.3, 3.4, -0.3], [0.6, 1.2, -0.9], [-0.2, 0.0, -0.3], [-1.0, 1.3, -0.1], [-1.4, -0.8, -2.0], [-0.7, 0.1, -0.4], [0.2, 0.0, -0.2], [0.1, -0.1, -0.2], [-1.3, 1.0, 1.0], [-0.3, -1.3, 3.0], [-0.5, 0.2, -2.6], [2.3, 0.0, -0.1], [-4.7, 2.1, 0.4], [3.1, -2.2, 0.0], [-0.4, 0.3, 1.0], [0.2, 0.6, 1.0], [0.1, -2.2, 1.4], [-0.1, 1.0, -0.3], [0.5, 0.8, -0.5], [1.7, -0.6, -1.7], [-1.8, 11.3, -2.5], [0.0, 0.9, 1.0], [-1.4, 0.2, 2.4], [-1.3, -0.7, 1.7], [0.4, -0.2, -0.4], [0.7, -6.3, 0.9], [1.1, -0.4, -2.3], [3.5, 1.3, 1.7], [2.1, 1.3, 0.7], [-0.9, 4.2, -1.4], [0.0, -0.1, 0.9], [-1.2, -5.1, 0.2], [0.0, -0.2, 0.0], [-0.1, 0.1, 0.2], [-8.1, -2.4, 3.3], [-0.6, -2.3, 0.7], [1.1, 1.1, -0.1], [-3.3, 1.6, 0.1], [0.1, 0.2, -0.1], [2.2, 0.8, 0.4], [-0.8, -2.4, -0.3], [0.1, 0.0, 0.5], [4.6, -0.1, -0.2], [0.1, -0.8, 1.6], [1.3, 1.8, -1.7], [0.6, -0.7, -2.6], [0.2, 0.0, 0.3], [0.2, -0.2, -0.2], [-0.9, 1.6, -2.2], [3.7, 0.6, 0.0], [0.4, -2.2, 0.1], [0.8, -0.7, -5.2], [2.3, -4.1, 0.7], [-0.8, 0.8, -0.6], [-2.1, -2.7, 0.8], [-2.5, -1.2, 0.1]], "homo_lumo_gap_ha": 0.261, "largest_force_ev_per_a": 11.7, "lumo_energy_ev": -2.208, "smiles": "N#CO[C@@]1(CCN)C[C@H](CCCCC(F)(F)C(F)(F)S(F)(F)(F)(F)F)C(=O)O1.CNC(C)=O", "mol_weight_g_mol": 525.43}

Record 3
{"formula": "C3H7BCl2O2", "method": "ωB97M-V/def2-TZVPD", "symbols": ["H", "C", "B", "Cl", "H", "H", "O", "C", "Cl", "H", "H", "O", "H", "H", "C"], "coordinates": [[0.733207, -2.742602, 1.483663], [0.480707, -2.169497, 0.563566], [-0.301208, 1.613922, -0.450390], [-1.819466, -0.516574, -1.145858], [1.013285, 3.297498, -0.505627], [-0.326129, -2.795590, 0.036122], [0.775445, 2.363472, -0.609018], [0.191233, -0.667180, 0.716778], [1.873930, -2.341289, -0.455736], [0.363176, -0.307989, -1.423713], [-1.575271, 2.913295, -0.019833], [-1.527944, 1.993304, -0.168096], [0.963949, -0.170930, 1.187357], [-0.670858, -0.503689, 1.380085], [-0.174057, 0.033851, -0.589300]], "atomic_forces_ev_per_a": [[-0.4, 0.9, -0.3], [-1.5, -1.1, 0.1], [0.4, -1.9, -0.3], [-0.3, -0.6, 0.1], [-0.9, -0.6, 0.0], [0.8, 1.4, 0.9], [2.4, 1.1, -0.3], [-2.6, -1.3, -0.6], [1.5, -0.3, -1.0], [1.5, -0.2, -0.8], [-0.4, 1.7, 0.3], [-1.7, 0.2, 0.6], [2.1, 0.9, 0.8], [0.1, -0.3, 0.0], [-1.1, 0.1, 0.4]], "homo_lumo_gap_ha": 0.369, "largest_force_ev_per_a": 3.0, "relative_energy_kj_mol": 15.69, "lumo_energy_ev": 0.093, "smiles": "OB(O)[C@H](Cl)CCCl", "mol_weight_g_mol": 156.81}

Record 4
{"formula": "C2H8NO2P", "method": "ωB97M-V/def2-TZVPD", "symbols": ["H", "H", "H", "H", "C", "C", "P", "N", "H", "H", "O", "H", "O", "H"], "coordinates": [[1.316074, -0.097707, 1.818530], [-0.417316, -0.110503, 2.420976], [0.392698, -1.535334, 1.549007], [-1.650824, 0.759795, -1.327372], [0.229659, -0.423090, 1.571543], [1.357072, 0.518629, -1.092517], [-0.081518, 0.605979, 0.095628], [-1.225358, -0.171680, -0.945717], [2.399408, 0.718058, -0.775040], [1.244047, -0.583928, -1.338234], [-2.283631, -0.988172, -0.410158], [1.141109, 1.248796, -1.907468], [-0.391032, 1.959906, 0.521027], [-2.030387, -1.900752, -0.180201]], "atomic_forces_ev_per_a": [[-1.7, -0.1, -0.1], [0.4, -0.2, -0.8], [-0.8, 1.0, -0.4], [-0.1, -2.6, 0.5], [2.3, -0.4, 0.6], [-0.7, -1.1, 0.4], [1.4, -1.6, 0.1], [-0.1, 1.3, -0.5], [-0.8, 0.0, 0.4], [0.6, 1.4, -0.6], [-0.7, 1.1, 0.5], [-0.1, -1.0, 0.3], [-0.6, 1.6, 0.3], [0.9, 0.7, -0.7]], "homo_lumo_gap_ha": 0.370, "largest_force_ev_per_a": 2.6, "relative_energy_kj_mol": 298.50, "lumo_energy_ev": 0.615, "smiles": "CP(C)(=O)NO", "mol_weight_g_mol": 109.06}

Record 5
{"formula": "C21H34AlCl2F2K2NO11S", "method": "ωB97M-V/def2-TZVPD", "symbols": ["H", "H", "S", "H", "C", "O", "H", "H", "H", "C", "O", "C", "H", "C", "H", "H", "C", "H", "C", "K", "H", "C", "C", "H", "K", "H", "H", "C", "H", "O", "H", "H", "Cl", "O", "C", "C", "F", "O", "H", "O", "O", "C", "H", "H", "C", "O", "H", "H", "H", "H", "C", "H", "O", "H", "H", "C", "C", "N", "O", "Cl", "F", "H", "H", "H", "C", "H", "H", "Al", "C", "C", "H", "H", "O", "C", "C"], "coordinates": [[2.932707, -4.935059, -1.274548], [-1.217852, 1.998050, -0.690607], [1.819915, 2.310555, 5.632013], [-4.797082, 1.538524, -3.168498], [-5.082786, 0.280233, -0.416567], [-2.081662, 3.076718, -4.680756], [2.355610, -7.605764, 4.251112], [-4.532072, -0.552767, -2.344850], [-3.238318, -0.136500, -1.252054], [1.555081, 1.512580, -2.246805], [1.625357, -3.030441, 0.355423], [1.953337, -4.493425, -1.471400], [-5.640168, 1.201567, -0.450744], [2.441761, 0.044807, 1.157318], [1.414110, 5.089204, 4.840359], [2.919955, -2.541818, -1.151733], [-4.169685, 0.189401, -1.648574], [-0.097936, -4.874730, -0.919804], [1.947896, -3.035284, -1.012093], [2.409745, -0.650422, -3.349847], [-4.204725, 1.128491, 1.172065], [0.703378, 4.289296, 4.623908], [2.264725, 0.849238, -1.148489], [0.003300, 2.040754, -4.212707], [1.377379, -7.962552, 0.310927], [1.914406, -4.781208, 1.374511], [-5.701384, -0.599454, -0.404587], [-1.824122, 2.785879, -3.330676], [0.986533, -6.146955, -0.382300], [3.150252, -8.011561, 3.857199], [1.178830, -2.440500, -1.524086], [-1.773243, 2.337763, -5.213908], [-1.860781, 0.604973, 1.006851], [2.161762, 2.553747, 4.072555], [-0.311074, 2.616317, -3.240195], [-0.222626, 1.680943, -0.854883], [1.628250, -3.300707, 3.019105], [-4.265576, 0.235979, 0.799132], [-2.047076, 0.724943, -2.528189], [2.931923, 2.724858, 6.391531], [1.241109, 1.031739, 5.770619], [0.901184, -5.083345, -0.529884], [1.730713, -4.628915, -2.530105], [-0.055006, 0.909629, 1.191400], [1.145977, -4.306794, 0.758460], [-2.348796, 3.986617, -2.706074], [2.005407, 0.373179, 2.084253], [0.254433, -4.187464, 1.363687], [2.483387, -1.034535, 1.105230], [0.161807, 3.609503, -3.319904], [0.324669, 1.914413, -2.080982], [-4.158518, 2.336181, -1.759865], [0.658950, 3.408446, 5.752041], [3.153307, -9.020317, 3.933539], [3.324300, 0.526921, -1.291794], [-2.331800, 4.436983, 0.639221], [-4.002170, 1.511620, -2.440592], [-2.080313, 4.806478, 1.700414], [-0.865903, 4.901796, -1.313418], [3.684862, -10.218539, 2.102514], [0.334134, 1.110017, -5.144270], [0.374549, 2.795984, 3.093032], [2.088883, 1.690858, -3.207108], [-2.735832, 1.029897, -4.062434], [-2.605132, 1.456306, -3.083760], [1.628234, 3.992287, 2.679750], [-0.276211, 4.718218, 4.434783], [1.250619, 4.931000, -4.098038], [1.186106, 3.415269, 3.488218], [-1.867690, 4.312057, -1.542459], [3.963351, -7.602615, 4.211786], [3.446034, 0.443090, 1.148307], [-2.727595, 3.957878, -0.489926], [0.410145, 1.090285, 0.170342], [1.694744, 0.670220, 0.027937]], "atomic_forces_ev_per_a": [[0.0, 0.0, 0.0], [-0.7, 0.3, -0.1], [-0.3, 0.4, -0.2], [-0.1, 0.3, -0.4], [1.3, -0.2, -0.6], [-0.2, 1.4, -0.1], [0.1, 0.1, 0.3], [-0.1, -0.4, 0.0], [0.9, -0.4, 0.1], [5.4, -1.6, 0.8], [0.0, 0.2, -0.2], [0.1, -0.1, 0.0], [-0.4, 0.2, 0.3], [0.3, 0.5, 0.0], [0.0, 0.0, -0.1], [0.0, -0.1, 0.0], [-1.0, 0.9, -0.3], [0.0, -0.1, 0.0], [0.0, 0.0, 0.0], [-0.1, -1.2, -1.4], [-0.5, -0.1, 0.2], [0.3, 0.4, 0.0], [1.4, 1.6, -4.1], [-0.1, -0.3, 0.3], [0.7, -1.9, 0.7], [0.0, 0.0, 0.1], [-0.4, -0.2, 0.5], [0.2, -1.3, -2.1], [-0.2, 0.9, -0.5], [-0.4, 0.7, 0.6], [-0.1, 0.0, -0.3], [0.3, -0.2, -0.2], [-1.3, -1.3, 0.2], [0.1, 0.2, 0.1], [-0.6, 0.1, 0.9], [-2.0, 1.1, 0.2], [0.0, -0.1, 0.1], [0.3, 0.6, 0.3], [0.7, 0.0, 0.3], [0.4, 0.0, 0.2], [-0.2, -0.4, 0.1], [-0.2, 0.7, -0.4], [0.0, 0.0, 0.0], [0.1, 0.6, 0.1], [0.1, -0.3, 0.1], [-0.7, -0.9, 0.2], [-0.2, -0.2, 0.6], [0.0, 0.1, 0.1], [-0.2, -0.3, 0.2], [-0.7, -0.1, 0.5], [-2.1, 1.7, -1.2], [0.2, 0.4, 0.1], [-0.1, -0.3, -0.3], [0.5, -0.7, -1.3], [-0.8, 0.5, 0.3], [0.0, 0.3, 1.7], [0.4, -0.9, 0.8], [0.1, -0.2, -0.4], [0.7, 0.2, 0.0], [-0.7, 0.8, 0.4], [0.5, -0.4, -0.1], [-0.1, 0.1, 0.0], [-0.5, 0.0, 0.7], [0.2, -0.2, -0.4], [-0.6, 0.8, 0.6], [0.2, -0.1, 0.0], [-0.1, -0.2, 0.2], [0.2, 0.5, -0.4], [-0.4, -0.1, -0.2], [0.1, 0.6, 0.3], [0.1, -0.1, 0.0], [0.4, 0.0, 0.0], [-0.2, -0.2, -1.2], [-1.0, 0.2, 0.5], [1.0, -2.1, 2.7]], "homo_lumo_gap_ha": 0.090, "total_charge": 2, "largest_force_ev_per_a": 5.7, "lumo_energy_ev": -9.960, "mol_weight_g_mol": 722.65}

Record 6
{"formula": "C30H24BrNOOsP2S2", "method": "ωB97M-V/def2-TZVPD", "symbols": ["C", "H", "P", "C", "C", "H", "C", "C", "H", "H", "C", "C", "H", "H", "S", "H", "H", "C", "H", "H", "C", "C", "C", "S", "C", "N", "H", "P", "C", "H", "C", "C", "H", "C", "H", "C", "C", "H", "C", "C", "H", "H", "C", "H", "H", "O", "C", "C", "H", "H", "C", "Os", "C", "H", "C", "C", "C", "C", "H", "C", "H", "Br"], "coordinates": [[-0.080985, -2.289036, 4.924246], [0.023535, -4.089037, 3.713138], [1.717441, 1.991418, -0.164605], [-0.828793, 1.877358, -3.189322], [3.606336, 3.459567, 1.176301], [-2.424525, 6.373073, 1.259010], [-0.119064, -0.889670, 4.888280], [-2.712066, 5.330814, 1.279521], [1.525550, 4.686995, -1.071280], [-3.305467, 4.649255, -4.232536], [3.084849, 2.613383, -3.939808], [4.046488, 4.287343, 2.192356], [-3.191941, 3.952911, -1.884428], [-4.929366, 3.254952, 2.786002], [2.363887, 0.027763, -0.030015], [-1.836576, 3.596187, -5.915166], [3.505014, 5.371824, 3.959920], [-3.739136, 4.906162, 2.116845], [3.020868, 4.435612, -5.062728], [2.001460, 5.749416, -3.237793], [-0.897002, 2.278252, -4.508814], [0.047301, 1.567180, -0.001906], [-0.096356, -0.252343, 3.671290], [-2.205468, -0.022185, -0.313056], [3.157364, 4.716473, 3.172606], [-0.039027, -0.924728, 2.510688], [1.140469, 4.663810, 3.902665], [-1.555265, 1.933039, -0.542766], [2.214554, 2.736397, -1.704576], [-0.163921, -0.313619, 5.802585], [-2.541894, 3.482313, -2.610716], [2.788411, 3.956572, -4.120896], [-0.268618, 1.804298, -5.250262], [-2.069790, 4.419950, 0.462000], [3.009833, 0.944620, -2.596727], [-2.607600, 3.878503, -3.936569], [-1.782762, 3.284036, -4.880767], [-1.287472, 4.761703, -0.207569], [-0.013436, -3.010423, 3.720983], [1.938367, 4.095851, -1.881188], [-0.152529, 1.078348, -2.909541], [4.299004, 3.142285, 0.405116], [2.272304, 3.046481, 1.152174], [0.345105, 3.161311, 2.108856], [-0.143979, -2.441856, 6.830590], [-0.098640, -2.999870, 6.042693], [0.003351, -2.248850, 2.589040], [1.383733, 3.472737, 2.138295], [5.079500, 4.605054, 2.218804], [3.551162, 2.048920, -4.735574], [1.829043, 4.316071, 3.144483], [0.054539, -0.390642, 0.242027], [-2.451717, 3.074489, 0.488418], [-4.246856, 5.622891, 2.748310], [-1.637340, 2.490217, -2.228547], [-4.122804, 3.574055, 2.140728], [2.213857, 4.698878, -3.095090], [2.788399, 1.995836, -2.734938], [-0.122337, 0.827022, 3.600072], [-3.474596, 2.651306, 1.332074], [-3.775472, 1.611580, 1.354452], [0.104276, -3.024050, 0.836713]], "atomic_forces_ev_per_a": [[0.0, -0.1, 0.0], [0.0, 0.0, 0.0], [0.1, 0.1, -0.1], [0.1, -0.1, 0.1], [0.0, 0.0, -0.1], [0.0, 0.0, 0.0], [0.0, -0.1, 0.0], [0.0, 0.0, 0.0], [0.0, 0.0, 0.0], [0.0, 0.0, 0.0], [0.0, 0.0, 0.0], [0.0, 0.0, 0.1], [0.0, 0.0, 0.0], [0.0, 0.0, 0.0], [0.1, -0.1, 0.1], [0.0, 0.0, 0.0], [0.0, 0.0, 0.0], [0.0, 0.0, 0.0], [0.0, 0.0, 0.0], [0.0, 0.0, 0.0], [0.0, 0.0, 0.0], [0.0, 0.1, 0.1], [0.0, 0.0, -0.1], [-0.1, -0.1, 0.0], [0.0, 0.0, 0.0], [0.0, 0.0, 0.2], [0.0, 0.0, 0.0], [-0.1, 0.1, -0.1], [0.0, 0.1, -0.1], [0.0, 0.0, 0.0], [0.0, 0.1, 0.1], [0.0, 0.0, 0.0], [0.0, 0.0, 0.0], [0.1, 0.0, 0.0], [0.0, 0.0, 0.0], [0.0, 0.0, -0.1], [0.0, 0.0, 0.0], [0.0, 0.0, 0.0], [0.0, 0.3, 0.0], [0.0, 0.0, 0.0], [0.0, 0.0, 0.0], [0.0, 0.0, 0.0], [0.0, 0.1, 0.1], [0.0, 0.0, 0.0], [0.0, 0.0, 0.0], [0.0, 0.0, 0.0], [0.0, -0.1, -0.1], [-0.1, 0.0, 0.0], [0.0, 0.0, 0.0], [0.0, 0.0, 0.0], [0.0, 0.0, 0.0], [0.0, 0.3, -0.1], [0.0, 0.0, 0.2], [0.0, 0.0, 0.0], [-0.1, 0.0, -0.1], [0.0, 0.0, 0.0], [0.0, 0.0, 0.0], [0.0, -0.1, 0.0], [0.0, 0.0, 0.0], [0.0, -0.1, 0.0], [0.0, 0.0, 0.0], [0.0, -0.2, 0.1]], "homo_lumo_gap_ha": [0.304, 0.249], "total_charge": 2, "largest_force_ev_per_a": 0.3, "relative_energy_kj_mol": 0.00, "lumo_energy_ev": [-5.638, -7.770], "multiplicity": 5, "mol_weight_g_mol": 810.74}